Here is a structure of composition C22H21IrN2O3S6 from the Open Molecules 2025 dataset. Energies are from wB97M-V/def2-TZVPD.

Output
LUMO energy (Ha): 0.001
ΔE to the lowest compared entry with this formula, charge and spin (eV): 0.0000

Geometry as ORCA input:
```
! wB97M-V def2-TZVPD RIJCOSX def2/J DEFGRID3
* xyz 0 1
Ir 0.2429 0.9151 -0.8048
O -1.7935 0.0723 -0.4355
S -3.1859 -0.3977 -0.1754
C -3.1843 -1.0834 1.5082
C -1.8289 -1.6764 1.8792
C -0.9275 -0.6690 2.5862
C 0.3931 -1.2939 3.0118
S 1.6243 -1.3218 1.6380
O 0.9432 -0.7949 0.4034
C 2.7633 -0.1202 2.3080
C 3.6313 -0.6021 3.2832
C 4.5611 0.2555 3.8442
C 4.6266 1.5789 3.4225
C 3.7574 2.0436 2.4490
C 2.8187 1.1919 1.8796
C -3.3063 -1.9441 -1.0607
C -2.1635 -2.5007 -1.6101
C -2.2735 -3.6957 -2.3089
C -3.5093 -4.3083 -2.4535
C -4.6495 -3.7293 -1.9084
C -4.5534 -2.5356 -1.2121
H -3.9854 -1.8232 1.5118
H -3.4686 -0.2643 2.1715
H -1.3326 -2.0419 0.9770
H -1.9826 -2.5395 2.5318
H -1.4355 -0.2850 3.4747
H -0.7396 0.1823 1.9328
H 0.2547 -2.3364 3.3034
H 0.8644 -0.7611 3.8346
H 3.5873 -1.6400 3.5951
H 5.2392 -0.1084 4.6045
H 5.3669 2.2432 3.8483
H 3.7993 3.0750 2.1251
H 2.1393 1.5516 1.1227
H -1.2104 -1.9975 -1.5066
H -1.3893 -4.1395 -2.7467
H -3.5893 -5.2356 -3.0052
H -5.6143 -4.2012 -2.0387
H -5.4400 -2.0660 -0.8008
S 2.3962 1.2843 -1.5031
C 1.9542 0.6161 -3.0468
S 0.4436 -0.2195 -2.8287
C 2.6436 0.7621 -4.2163
C 2.1644 0.1629 -5.4196
N 1.7715 -0.3150 -6.3906
C 3.8569 1.5120 -4.2577
N 4.8347 2.1189 -4.2918
C -0.7759 5.6577 -1.6002
O -0.6997 4.8875 -0.3877
C -0.5027 3.5964 -0.5028
S -0.3552 2.6229 0.8812
S -0.3961 2.7555 -1.9654
H -0.8046 6.6944 -1.2837
H -1.6817 5.4000 -2.1481
H 0.1006 5.4671 -2.2181
*
```

---

Here is the molecule C9H19N5O3 from the Open Molecules 2025 dataset. Energies are from wB97M-V/def2-TZVPD.

Output
SMILES: [H]/N=C(\N)NCCC[C@H](NC(=O)[C@H](C)N)C(=O)O
LUMO energy (Ha): 0.018
ΔE to the lowest compared entry with this formula, charge and spin (eV): 3.6172

Geometry as ORCA input:
```
! wB97M-V def2-TZVPD RIJCOSX def2/J DEFGRID3
* xyz 0 1
H -1.5511 -0.4588 -2.8382
N -2.0412 -0.2636 -1.9781
C -1.9180 -1.3738 -1.2303
N -0.8512 -2.3605 -1.1975
N -2.6535 -1.6626 -0.1853
C -3.0702 -0.6108 0.7588
C -1.9191 0.2362 1.6396
C -1.4124 1.6712 1.2472
C -0.6357 1.4248 -0.0090
N 0.5786 0.7738 0.3979
C 1.4066 0.0211 -0.3989
O 1.1029 -0.1317 -1.6073
C 2.6233 -0.6546 0.1820
C 3.1238 -0.4748 1.5842
N 3.7216 -0.7898 -0.7553
C -0.3191 2.6414 -0.9050
O -0.5390 3.7585 -0.6914
O 0.4798 2.2826 -1.8935
H -0.0321 -1.8708 -1.5324
H -0.8072 -2.7562 -2.2281
H -2.1521 -2.3467 0.3086
H -3.6691 -0.9306 1.5795
H -3.5362 0.1969 0.2010
H -1.0219 -0.3793 1.5356
H -2.3096 0.2516 2.6741
H -2.1321 2.4210 1.0640
H -0.7568 2.1040 2.0121
H -1.1377 0.6927 -0.7013
H 1.0665 0.9666 1.2373
H 2.3508 -1.7855 0.2910
H 2.2727 -0.4926 2.1984
H 3.7928 -1.2818 1.9471
H 3.6121 0.4950 1.7991
H 4.4631 -0.0581 -0.8239
H 3.3033 -0.5880 -1.6107
H 0.5675 1.3332 -2.0713
*
```

---

Here is the molecule C5H12N2 from the Open Molecules 2025 dataset. Energies are from wB97M-V/def2-TZVPD.

Output
SMILES: CCC/C(N)=C/N
LUMO energy (Ha): 0.028
ΔE to the lowest compared entry with this formula, charge and spin (eV): 4.1239

Geometry as ORCA input:
```
! wB97M-V def2-TZVPD RIJCOSX def2/J DEFGRID3
* xyz 0 1
C -1.3276 -0.8165 -1.4865
C -1.8918 -0.1631 -0.2650
C -0.8707 0.9805 0.2886
C 0.3704 0.3569 0.5976
N 0.4124 -0.6979 1.6400
C 1.5876 0.8398 0.1435
N 2.5861 -0.1127 -0.2948
H -1.9665 -1.4519 -2.0105
H -0.8033 -0.1008 -2.1375
H -0.4649 -1.5194 -1.3848
H -2.8369 0.1466 -0.7591
H -2.3139 -0.9700 0.4836
H -1.3213 1.0539 1.2695
H -0.7211 1.9368 -0.2563
H 0.1493 -0.4533 2.5819
H 1.3990 -0.6778 1.5210
H 1.8440 1.8960 -0.0189
H 2.6896 -0.7743 0.4791
H 3.4797 0.5272 -0.3914
*
```

---

Here is a cluster of 6 separate species, C5H23N2O6 in total from the Open Molecules 2025 dataset. Energies are from wB97M-V/def2-TZVPD.

Output
Expectation value of S²: 0.7601
LUMO energy (spin up / spin down) (Ha): 0.008 / -0.158
ΔE to the lowest compared entry with this formula, charge and spin (eV): 0.1117

Geometry as ORCA input:
```
! wB97M-V def2-TZVPD RIJCOSX def2/J DEFGRID3
* xyz 0 2
C 0.4788 0.7972 -0.5217
N -0.5140 1.3509 0.3488
C -1.5556 0.4374 0.7408
C -2.4571 0.0813 -0.4802
C -1.9876 -1.0800 -1.3452
N -1.9394 -2.3657 -0.6394
C -2.3775 1.1071 1.8744
O -1.9824 0.5534 3.1308
H 0.6401 -0.2659 -0.3199
H 1.4011 1.3111 -0.2842
H 0.2771 1.0169 -1.5698
H -0.0364 1.7144 1.1738
H -1.2399 -0.4831 1.2401
H -2.5109 1.0028 -1.0488
H -3.4900 -0.1007 -0.1792
H -1.0803 -0.8811 -1.9113
H -2.7544 -1.1330 -2.1295
H -1.1508 -2.8829 -1.0191
H -1.7266 -2.2312 0.3473
H -2.2638 2.1950 1.9058
H -3.4102 0.8482 1.7415
H 1.6324 -0.7661 -2.6258
H 1.2610 0.0196 -3.8761
O 1.1108 -0.8382 -3.4596
H 2.2757 -1.6572 -1.2524
H 2.4615 -1.1407 0.4016
O 2.5852 -0.7349 -1.2016
H -1.0495 0.8122 3.2178
H 1.7171 0.9050 3.4790
O 0.9475 0.5625 3.0217
H 3.1619 0.9002 -1.8118
H 3.7790 1.9374 -0.8721
O 3.2663 1.8604 -1.6867
H 3.0662 -1.4596 1.8108
H 1.2276 -0.1523 2.4280
O 2.2373 -1.2405 1.3720
*
```

---

Here is a cluster of 2 separate species, CH7N3O in total from the Open Molecules 2025 dataset. Energies are from wB97M-V/def2-TZVPD.

Output
SMILES: N=C(N)N.O
LUMO energy (Ha): 0.025
ΔE to the lowest compared entry with this formula, charge and spin (eV): 2.3386

Geometry as ORCA input:
```
! wB97M-V def2-TZVPD RIJCOSX def2/J DEFGRID3
* xyz 0 1
N -0.6076 1.4740 -1.5589
C -0.1246 0.7265 -0.7030
N -0.0097 0.9712 0.6883
N 0.5441 -0.4913 -1.0586
H -1.3221 2.2961 -1.2835
H -0.2263 0.2512 1.3927
H 0.4012 1.7480 0.9496
H 1.3585 -0.3759 -0.6066
H 0.7047 -0.6367 -2.0548
O 0.0039 -2.2082 2.0254
H 0.2641 -1.1844 1.9947
H 0.0490 -2.4696 1.1273
*
```

---

Here is a structure of composition C32H45BrCoN2P2 from the Open Molecules 2025 dataset. Energies are from wB97M-V/def2-TZVPD.

Output
Expectation value of S²: 3.8325
LUMO energy (spin up / spin down) (Ha): -0.228 / -0.329
ΔE to the lowest compared entry with this formula, charge and spin (eV): 1.4523

Geometry as ORCA input:
```
! wB97M-V def2-TZVPD RIJCOSX def2/J DEFGRID3
* xyz 2 4
N -5.0637 3.3873 -3.4126
C -5.1245 3.6925 -2.1172
C -4.3936 2.9971 -1.1374
C -3.4546 2.0068 -1.5605
C -3.6346 1.5311 -2.8958
C -4.3652 2.3181 -3.7944
C -2.2661 1.6566 -0.8074
Co -0.5767 -0.0238 -0.3323
P 3.6749 -0.4996 0.1660
C -1.0471 1.3187 -1.5261
C 0.1726 2.1787 -1.5455
C 1.0149 2.0827 -2.6733
C 2.1580 2.8689 -2.7876
C 2.4776 3.7373 -1.7371
C 1.5610 3.9827 -0.7122
C 0.4418 3.1617 -0.5797
Br 4.1859 4.4646 -1.6432
H -2.2322 2.0396 0.2113
H -1.2214 0.8395 -2.4931
H -4.4712 3.3220 -0.0966
H -3.1347 0.6371 -3.2712
H -5.7343 4.5646 -1.8493
H -4.3673 2.0957 -4.8680
H 0.7886 1.3495 -3.4534
H -0.2084 3.2642 0.2896
H 2.8109 2.7740 -3.6530
H 1.7705 4.7695 0.0044
P -1.0811 -2.0848 -0.6388
C 4.4385 1.1520 0.4111
C 5.8973 1.1409 -0.0662
H 4.3823 1.3964 1.4853
H 3.8259 1.8954 -0.1233
H 6.2954 2.1604 -0.0937
H 6.5409 0.5576 0.6044
H 5.9950 0.7057 -1.0697
C 3.2098 -0.5371 -1.6123
C 4.2114 -1.4105 -2.3902
H 3.2008 0.4864 -2.0132
H 2.1865 -0.9385 -1.6828
H 3.8577 -1.5812 -3.4127
H 5.2019 -0.9417 -2.4703
H 4.3395 -2.3804 -1.8938
C 2.3313 -0.5299 1.3815
C 2.8017 -1.1314 2.7218
H 1.5301 -1.1545 0.9346
H 1.9753 0.5081 1.5003
H 1.9454 -1.4852 3.3082
H 3.4696 -1.9928 2.5764
H 3.3316 -0.3760 3.3155
C -0.8037 -3.0326 0.9288
C -1.4070 -4.4372 1.0781
H -1.1752 -2.3926 1.7427
H 0.2907 -3.0860 1.0283
H -2.4856 -4.3960 1.2842
H -1.2318 -5.0769 0.2016
H -0.9379 -4.9314 1.9443
C 0.0277 -2.9084 -1.8500
C -0.0358 -2.3107 -3.2561
H -0.2522 -3.9772 -1.8722
H 1.0539 -2.8497 -1.4520
H -1.0506 -2.3603 -3.6706
H 0.2781 -1.2597 -3.2839
H 0.6346 -2.8593 -3.9318
C -2.7575 -2.6250 -1.1621
C -3.8602 -1.7571 -0.5623
H -2.8809 -3.6697 -0.8317
H -2.8034 -2.6379 -2.2579
H -4.7462 -1.7621 -1.2136
H -4.1570 -2.1548 0.4190
H -3.5494 -0.7070 -0.4277
N -1.0752 0.2198 1.3899
C -1.3736 0.3993 2.5165
C -1.4437 0.3664 3.9267
C -2.6364 0.0656 4.6199
C -2.5706 -0.2784 5.9690
C -1.3502 -0.2427 6.6614
C -0.1822 0.1509 5.9878
C -0.2359 0.5122 4.6414
H -3.5868 0.0944 4.0889
H -3.4762 -0.5950 6.4952
H -1.3037 -0.5174 7.7257
H 0.7814 0.1551 6.5056
H 0.6545 0.8853 4.1208
*
```

---

Here is a cluster of 2 separate species, CHBrF2O in total from the Open Molecules 2025 dataset. Energies are from wB97M-V/def2-TZVPD.

Output
SMILES: O=C(F)Br.F
LUMO energy (Ha): 0.001
ΔE to the lowest compared entry with this formula, charge and spin (eV): 2.0949

Geometry as ORCA input:
```
! wB97M-V def2-TZVPD RIJCOSX def2/J DEFGRID3
* xyz 0 1
O 0.7776 0.6261 -0.3568
C -0.3911 0.8656 -0.3450
F -0.9946 1.1696 0.7576
Br -1.7631 0.2513 -1.6513
F 0.9573 -1.2554 0.5687
H 1.4139 -1.6571 1.0269
*
```

---

Here is the ion C2H3N2O2S with charge -1 from the Open Molecules 2025 dataset. Energies are from wB97M-V/def2-TZVPD.

Output
Expectation value of S²: 2.0200
LUMO energy (spin up / spin down) (Ha): 0.126 / 0.048
ΔE to the lowest compared entry with this formula, charge and spin (eV): 1.2140

Geometry as ORCA input:
```
! wB97M-V def2-TZVPD RIJCOSX def2/J DEFGRID3
* xyz -1 3
C 1.6934 -0.2813 -0.0292
C -1.1872 1.0162 0.0656
N 0.2352 -0.7512 -0.3888
N -0.9664 -0.2565 0.0134
O -1.8397 -1.1307 0.2700
O 2.4456 -1.2193 0.0867
S 1.9513 1.3471 0.0579
H -0.4015 1.7041 -0.1657
H -2.1500 1.3369 0.4150
H 0.2195 -1.7653 -0.3250
*
```